A cluster of 11 separate species, C41H73N3O25 in total at a distorted geometry. Source: the OMol25 dataset; level of theory: ωB97M-V/def2-TZVPD.

Element x y z (Å)
C 5.91865 2.00542 -0.60741
C 5.41766 3.08737 0.33880
C 5.55558 2.74484 1.87243
O 6.08952 3.97494 2.44200
C 6.60026 4.75479 1.47373
O 7.16974 5.76102 1.67272
O 6.26337 4.25275 0.21445
H 5.84076 2.36536 -1.69148
H 5.34100 1.05653 -0.46800
H 6.97237 1.70761 -0.41457
H 4.37164 3.37248 0.09353
H 6.27573 1.92113 1.99293
H 4.61761 2.55856 2.42177
C 3.72030 -4.24148 3.08774
C 2.45043 -4.32877 2.22563
C 1.48598 -5.31824 2.77845
O 0.20493 -4.73256 2.28684
C 0.33281 -3.39539 2.17933
O -0.57003 -2.61685 2.02679
O 1.62021 -3.10967 2.32148
H 3.40586 -4.07783 4.15471
H 4.39361 -3.46104 2.78983
H 4.17568 -5.19719 3.02537
H 2.64699 -4.41671 1.17428
H 1.41878 -5.35289 3.88740
H 1.49233 -6.33002 2.36327
C -4.35363 -1.01225 1.74064
C -3.78869 -1.59220 3.02437
C -4.24516 -0.94985 4.32872
O -4.31999 -2.07047 5.24130
C -4.29672 -3.23313 4.47311
O -4.43702 -4.30828 4.93115
O -4.13839 -2.97923 3.13260
H -4.01639 -1.59747 0.87528
H -4.00493 0.00136 1.57801
H -5.48482 -1.06302 1.73618
H -2.72541 -1.60802 3.11659
H -5.16632 -0.40899 4.38565
H -3.46839 -0.16183 4.47993
C -0.42484 -0.19513 -0.87396
C -0.39336 0.83939 0.18257
C 0.17898 0.54914 1.53574
O 1.00668 1.66021 1.85861
C 1.32839 2.32288 0.74842
O 2.13448 3.20976 0.60084
O 0.45416 1.94530 -0.24126
H 0.58869 -0.51767 -1.20187
H -0.82901 0.18100 -1.82754
H -1.04461 -1.00719 -0.51306
H -1.42424 1.24199 0.33261
H 0.72618 -0.40374 1.56485
H -0.63427 0.42920 2.25162
C -2.91508 -6.92666 2.06690
C -4.16746 -6.54158 1.32523
C -5.34626 -6.06908 2.16498
O -5.87280 -4.94726 1.44077
C -4.92599 -4.53852 0.53700
O -5.09886 -3.64387 -0.18495
O -3.89425 -5.37333 0.43272
H -2.67350 -6.05116 2.73973
H -2.15141 -7.05958 1.28645
H -3.13433 -7.82505 2.57199
H -4.43654 -7.30330 0.58235
H -4.95688 -5.79820 3.13549
H -6.10948 -6.86791 2.31842
C 1.34417 -5.74884 -1.67499
C 1.37872 -4.50511 -2.48108
C 1.41994 -3.21803 -1.73270
O 2.81119 -3.06186 -1.41159
C 3.55057 -3.84578 -2.30173
O 4.75565 -3.97744 -2.30836
O 2.72288 -4.47428 -3.12503
H 2.13479 -5.68324 -0.84846
H 1.50725 -6.59807 -2.30206
H 0.39604 -5.92692 -1.16524
H 0.66529 -4.63021 -3.25002
H 0.84344 -3.15887 -0.76881
H 1.13526 -2.40542 -2.33920
C 2.85543 4.82292 4.48934
C 2.01308 5.13367 3.30079
O 2.90084 5.51961 2.22262
C 2.24424 6.09298 1.23932
C 3.14276 6.51441 0.09821
O 1.04810 6.17653 1.29076
H 2.43054 5.32366 5.29911
H 3.82854 5.30548 4.44976
H 2.97425 3.73499 4.61051
H 1.35163 4.35979 2.94825
H 1.33561 5.96548 3.47233
H 3.96449 5.79516 -0.08812
H 3.53263 7.48513 0.24259
H 2.60821 6.52944 -0.87259
C -3.01525 -4.43248 -2.46978
C -2.42921 -4.24084 -3.82011
O -2.70674 -2.86580 -4.33060
C -1.81912 -1.91439 -4.16863
C -2.51407 -0.53029 -4.38820
O -0.63431 -2.03074 -3.90924
H -2.79969 -3.66068 -1.76466
H -2.54753 -5.32351 -2.01485
H -4.10498 -4.54812 -2.47219
H -1.35070 -4.37894 -3.84973
H -2.88508 -4.89190 -4.57324
H -3.23923 -0.26965 -3.55425
H -3.12776 -0.59581 -5.29142
H -1.79408 0.26232 -4.41220
C -4.04676 4.25011 1.46894
N -2.69091 4.20664 1.90808
C -2.04057 5.45653 2.18037
C -2.17747 3.01654 2.29225
O -2.64088 1.88708 2.23503
H -4.06946 4.96979 0.59671
H -4.73306 4.62580 2.26983
H -4.33262 3.27020 1.12325
H -1.76252 5.95509 1.25240
H -2.68591 6.17045 2.60780
H -1.16233 5.29898 2.82032
H -1.07156 3.11506 2.64509
C 2.31807 0.04520 -5.54529
N 1.87392 1.39692 -5.29609
C 1.48392 1.71991 -3.88336
C 2.38265 2.37622 -6.05027
O 2.54215 3.55051 -5.77627
H 3.28437 -0.05447 -4.96115
H 2.60257 -0.00577 -6.56963
H 1.62951 -0.78815 -5.19051
H 2.24439 1.59402 -3.17157
H 1.17833 2.77643 -3.76747
H 0.72463 1.02303 -3.54776
H 2.78791 1.90991 -6.95286
C -0.77548 5.53296 -1.49089
N -1.14237 4.57101 -2.47694
C -0.71882 4.99867 -3.84570
C -1.69999 3.39376 -2.21115
O -1.90393 2.42150 -2.91052
H 0.27946 5.74108 -1.51376
H -1.03873 5.11719 -0.51257
H -1.27834 6.51773 -1.48652
H -1.11967 4.24811 -4.55036
H -1.20269 5.93478 -4.14508
H 0.38143 5.01306 -3.86536
H -2.09731 3.32932 -1.17372

Properties
**Gap between HOMO and LUMO**: 9.32 eV
**SMILES string**: C[C@H]1COC(=O)O1.C[C@H]1COC(=O)O1.C[C@H]1COC(=O)O1.C[C@H]1COC(=O)O1.C[C@H]1COC(=O)O1.C[C@H]1COC(=O)O1.CCOC(C)=O.CCOC(C)=O.CN(C)C=O.CN(C)C=O.CN(C)C=O
**LUMO**: 0.15 eV

=====

A cluster of 8 separate species, C41H75BO28P3 in total at a distorted geometry. Source: the OMol25 dataset; level of theory: ωB97M-V/def2-TZVPD.

Element x y z (Å)
C -0.50526 -6.78133 4.15485
C -1.41570 -5.52586 3.77206
C -0.48852 -4.23854 3.71114
B -1.05156 -3.04572 2.69212
C -0.30100 -1.65310 3.24292
C 1.27823 -1.74470 3.20141
C 1.94513 -0.58789 2.34261
O 1.68672 0.71729 2.89619
C 2.77191 1.57410 2.46764
C -2.65653 -2.78744 2.87572
C -3.60160 -3.17739 1.66719
P -5.37000 -2.68383 2.14528
O -6.19712 -3.95782 2.21383
O -5.35634 -1.81398 3.60875
C -6.11501 -2.50378 4.61958
C -7.67887 -2.26573 4.49412
O -5.95661 -1.56650 0.99706
C -7.37681 -1.45582 1.07426
C -8.00120 -0.73365 -0.19548
P -0.39647 -3.28814 0.88829
P 0.16446 -5.38587 0.51903
O -1.01439 -6.35174 0.50922
O 0.77273 -5.36723 -1.08212
O 1.46188 -5.87904 1.46845
H -0.79749 -7.72551 3.61920
H 0.58071 -6.60374 3.95378
H -0.56490 -7.02553 5.25880
H -2.12054 -5.39828 4.64469
H -2.04274 -5.69633 2.86368
H -0.53148 -3.76281 4.74223
H 0.59342 -4.48201 3.54004
H -0.71432 -0.82113 2.59350
H -0.71193 -1.48226 4.28105
H 1.67459 -2.70165 2.77726
H 1.67142 -1.61648 4.24347
H 3.04621 -0.81396 2.31853
H 1.57342 -0.62712 1.27361
H 2.38478 2.60335 2.23478
H 3.50266 1.65339 3.31503
H 3.29297 1.18049 1.55160
H -3.07528 -3.30199 3.79605
H -2.82319 -1.68324 3.07261
H -3.55707 -4.25346 1.36390
H -3.35375 -2.47590 0.81620
H -5.86345 -3.59245 4.70025
H -5.82171 -2.03002 5.60102
H -7.84879 -1.18451 4.21936
H -8.12068 -2.38524 5.52668
H -8.17327 -2.96885 3.77988
H -7.90422 -2.45091 1.13639
H -7.73595 -0.86052 1.96170
H -9.11258 -0.65548 -0.02301
H -7.85572 -1.36306 -1.12117
H -7.54023 0.27023 -0.38822
H -1.41575 -3.09865 -0.11041
H 0.60266 -6.22477 -1.49779
H 2.24717 -5.79614 0.90031
C 1.06101 -7.55929 9.74055
C 2.08636 -7.03235 8.76212
C 2.33201 -5.55383 8.87678
O 2.76407 -5.21834 7.56094
C 2.18583 -6.11976 6.71810
O 2.16759 -6.02016 5.53712
O 1.62511 -7.14824 7.41613
H 0.09278 -7.07666 9.59073
H 0.90513 -8.62915 9.58858
H 1.38225 -7.39641 10.77106
H 3.01836 -7.60163 8.84994
H 3.09972 -5.31208 9.61238
H 1.42742 -4.98060 9.10170
C 6.69837 5.80108 0.57107
C 5.67480 4.81325 1.08495
C 4.44519 5.45664 1.65435
O 3.99946 4.47010 2.58263
C 5.10292 3.78598 2.98847
O 5.13121 3.02878 3.90394
O 6.17851 4.08801 2.20910
H 7.04416 6.46222 1.36959
H 7.57921 5.27403 0.19822
H 6.28711 6.40776 -0.23725
H 5.42289 4.09034 0.30242
H 3.68634 5.65221 0.89669
H 4.65216 6.38201 2.20135
C 2.82246 1.14354 -2.17811
C 2.87973 2.52832 -2.78307
C 3.82379 2.64707 -3.94474
O 4.17977 4.03370 -3.90255
C 4.06577 4.42101 -2.60607
O 4.47300 5.45736 -2.17190
O 3.43468 3.47863 -1.86361
H 3.80325 0.83631 -1.80674
H 2.14504 1.12987 -1.32228
H 2.47552 0.41109 -2.90845
H 1.87384 2.86416 -3.04852
H 3.35319 2.39364 -4.89448
H 4.73467 2.05246 -3.82663
C -3.07884 -7.91846 -1.46235
C -3.62581 -9.01798 -0.58466
C -2.61230 -10.06352 -0.22281
O -3.43445 -11.21161 0.00386
C -4.54356 -11.05619 -0.76706
O -5.34506 -11.91427 -0.97497
O -4.61447 -9.79730 -1.27305
H -2.70378 -8.31940 -2.40840
H -3.86682 -7.20588 -1.71520
H -2.27114 -7.38267 -0.95889
H -4.09529 -8.58916 0.30629
H -2.04585 -9.80516 0.67143
H -1.91522 -10.29116 -1.03511
C 1.24045 7.83297 -6.11964
C 0.71973 6.73336 -5.22629
C 1.75762 5.70980 -4.86754
O 0.95838 4.54873 -4.61885
C -0.16344 4.67728 -5.37724
O -0.95191 3.80385 -5.56628
O -0.26230 5.93028 -5.89477
H 1.61327 7.43078 -7.06107
H 0.43721 8.53188 -6.37266
H 2.03054 8.37914 -5.63247
H 0.25151 7.16271 -4.33389
H 2.33050 5.98677 -3.98324
H 2.44775 5.48724 -5.68434
C 8.03043 9.01078 -4.88147
C 6.52972 9.09271 -4.71872
C 5.99258 8.24775 -3.59791
O 4.66057 7.98671 -4.03539
C 4.67959 8.02776 -5.39060
O 3.78031 7.65727 -6.08278
O 5.85205 8.53857 -5.85077
H 8.34617 7.98678 -5.09281
H 8.35501 9.62016 -5.72712
H 8.54168 9.36045 -3.98308
H 6.21852 10.13794 -4.61779
H 5.99405 8.76956 -2.64116
H 6.51325 7.29255 -3.48474
C -3.30911 5.21177 -6.54048
C -4.78564 5.33604 -6.84036
C -5.12333 5.19210 -8.29644
O -6.33340 5.94344 -8.39976
C -6.28624 6.89483 -7.42806
O -7.03532 7.81674 -7.35214
O -5.26735 6.65550 -6.55979
H -2.73673 5.98108 -7.06349
H -3.12502 5.35460 -5.47535
H -2.93006 4.23304 -6.82954
H -5.35525 4.63151 -6.22505
H -5.28245 4.15436 -8.58917
H -4.37850 5.64126 -8.96037

Properties
**Gap between HOMO and LUMO**: 5.94 eV
**Total charge**: -1
**LUMO**: 1.20 eV